Entry one
{
  "formula": "C3H9NO",
  "method": "ωB97M-V/def2-TZVPD",
  "symbols": ["C", "N", "H", "H", "H", "H", "H", "O", "C", "C", "H", "H", "H", "H"],
  "xyz": [[-0.6193, -2.1658, 0.9803], [-1.7057, -1.8823, 1.9637], [-0.4084, -1.1647, 0.5835], [-0.9349, -2.7290, 0.0965], [0.2865, -2.5079, 1.4630], [-1.4487, -2.3536, 2.8380], [-1.7363, -0.8721, 2.1300], [1.6493, 0.3680, -0.7612], [1.5260, 1.3693, -1.4095], [0.4329, 2.3868, -1.3627], [2.2113, 1.5493, -2.2963], [0.9083, 3.3598, -1.5927], [-0.0030, 2.4371, -0.3662], [-0.1581, 2.2052, -2.2665]],
  "s_squared": 0.7540,
  "multiplicity": 2,
  "homo_lumo_gap_ev": [9.01, 3.24],
  "charge": 1
}

Entry two
{
  "formula": "C3H9NO",
  "method": "ωB97M-V/def2-TZVPD",
  "symbols": ["C", "C", "C", "N", "H", "H", "H", "H", "H", "H", "H", "H", "H", "O"],
  "xyz": [[0.3912, -0.4546, -0.5750], [-1.0937, -0.2240, -0.3177], [-1.5138, -0.6090, 0.9808], [-1.7941, 0.3083, -1.2590], [0.7094, 0.4103, -1.1621], [0.7469, -1.3028, -1.1549], [0.9574, -0.3992, 0.3476], [-0.8941, -1.3627, 1.4537], [-2.3985, -0.1540, 1.4276], [3.8446, 0.1486, -0.8890], [-2.8064, 0.2689, -1.0885], [0.3865, 2.0957, 1.3538], [0.4003, 1.3623, 1.2224], [3.0641, -0.0878, -0.3396]],
  "s_squared": 0.7530,
  "multiplicity": 2,
  "homo_lumo_gap_ev": [7.10, 6.23],
  "charge": 1
}

Entry three
{
  "formula": "C3H9NO",
  "method": "ωB97M-V/def2-TZVPD",
  "symbols": ["C", "C", "C", "N", "H", "H", "H", "H", "H", "H", "H", "H", "H", "O"],
  "xyz": [[-0.3995, -1.7606, 0.3498], [-0.6562, -0.2448, 0.3593], [-0.7542, 1.2042, -1.5640], [-0.0796, 0.4738, -0.7994], [-1.1726, -2.1519, -0.3096], [-0.6909, -2.1730, 1.3230], [0.6048, -2.0113, 0.0321], [-1.7526, -0.2055, 0.3087], [-0.2781, 0.3321, 1.2035], [-1.6755, 1.7722, -1.4006], [-0.1911, 1.3520, -2.5105], [1.7760, 1.2453, 0.4750], [3.1108, 1.1162, 1.2049], [2.1586, 1.0514, 1.3278]],
  "s_squared": 0.7576,
  "multiplicity": 2,
  "homo_lumo_gap_ev": [9.65, 6.12],
  "charge": 1
}

Among the structures above, stability is smallest for entry two.